No. 1
Molecular formula: C48H38ClF3MnN5O4S2Sb
Method: DFT, the ωB97M-V functional and the def2-TZVPD basis

Results
spin multiplicity	2
frontier orbital gap (spin up / spin down)	7.74 / 7.79	eV
E_tot	-146238.7785	eV
energy above the lowest of the compared OMol25 structures with the same formula, charge and spin	0.0	kJ/mol
expectation value of S²	1.207

```
103
Properties=species:S:1:pos:R:3:forces:R:3
Mn 0.61431 0.18916 -1.05242 -0.028 0.459 0.050
O -4.63588 2.55489 -1.48597 0.016 -0.038 -0.054
C -4.10056 3.02326 -0.37730 0.061 0.098 -0.043
O -4.67839 3.80450 0.33468 -0.020 -0.041 0.010
C -2.71227 2.56509 -0.03069 0.003 -0.066 0.048
C -1.98259 3.05081 1.03827 -0.026 0.089 -0.061
Cl -2.38783 4.34454 2.05542 0.086 -0.018 0.060
N -0.78744 2.40725 1.08746 0.086 0.041 -0.041
N -0.69309 1.54095 0.04771 -0.131 -0.185 0.042
C -1.84367 1.61883 -0.61115 -0.095 0.057 0.015
C -2.02993 0.72261 -1.80427 0.114 0.008 -0.040
O -3.05012 0.80078 -2.48616 -0.077 0.018 0.016
O -1.05697 -0.06656 -2.03805 -0.065 0.040 -0.020
C 0.27718 2.56032 2.04196 0.030 -0.052 -0.002
C 1.57747 2.33352 1.62568 -0.006 0.032 -0.038
C 2.63107 2.44512 2.51669 0.016 0.015 0.005
C 2.39381 2.81638 3.83054 -0.008 0.002 -0.036
C 1.09074 3.03891 4.24446 -0.040 0.016 0.007
C 0.02692 2.89608 3.36636 0.008 -0.038 0.030
H -4.04413 1.88867 -1.94807 -0.025 -0.039 0.071
H 1.76314 2.04180 0.60851 -0.008 -0.036 -0.009
H 3.63548 2.23885 2.17046 0.001 0.001 0.009
H 3.21401 2.91770 4.52853 0.001 -0.007 0.000
H 0.88384 3.30610 5.27271 0.009 0.004 0.000
H -0.97490 3.02739 3.73650 -0.059 0.014 -0.052
F 5.70911 -3.42501 -1.60544 -0.001 0.014 0.004
C 4.94703 -2.44959 -1.07426 0.006 0.010 0.003
F 5.71090 -1.34556 -1.01543 -0.008 -0.015 0.005
F 4.67323 -2.81179 0.18915 0.005 -0.009 -0.009
C 3.69936 -2.22933 -1.88044 0.036 -0.013 -0.040
C 3.46963 -2.93767 -3.04470 0.002 -0.006 0.014
C 2.30119 -2.73455 -3.76996 -0.016 0.012 -0.010
C 1.38139 -1.83005 -3.28202 0.080 0.047 -0.059
N 1.60898 -1.13477 -2.17086 0.001 -0.221 -0.003
C 2.74207 -1.29782 -1.45945 -0.051 0.120 0.083
S 2.73610 -0.24775 -0.08143 0.055 -0.053 0.058
H 4.20257 -3.65714 -3.38294 0.003 -0.001 0.003
H 2.10216 -3.28450 -4.67758 0.001 -0.002 -0.001
H 0.43249 -1.64390 -3.77139 -0.008 -0.014 0.007
C -4.29282 -3.21129 0.11992 0.002 -0.009 -0.002
C -4.05663 -3.41028 1.59449 -0.009 -0.014 -0.005
C -5.00424 -4.08920 2.35769 -0.003 0.027 -0.009
C -4.81214 -4.31404 3.71182 0.008 0.009 0.008
C -3.65350 -3.86485 4.32699 -0.012 -0.013 -0.003
C -2.69896 -3.19330 3.57725 0.035 -0.033 -0.007
C -2.88836 -2.95689 2.21942 0.014 -0.020 -0.018
Sb -1.42573 -1.92574 1.02691 0.048 -0.166 0.085
C 0.00057 -1.50601 2.56364 -0.046 -0.028 0.090
C 1.29579 -2.01183 2.49689 -0.004 -0.027 -0.041
C 2.24664 -1.67889 3.44973 -0.011 -0.003 0.002
C 1.89961 -0.83234 4.49063 0.002 -0.010 0.007
C 0.61848 -0.30608 4.55462 0.003 0.006 -0.022
C -0.33878 -0.61376 3.59117 0.012 0.008 0.017
C -1.70773 0.01020 3.68474 -0.006 -0.003 0.008
C -0.58414 -3.66862 0.08570 -0.047 -0.032 -0.037
C -0.60264 -3.56634 -1.30662 0.027 0.024 0.004
C -0.18951 -4.61156 -2.12209 -0.001 0.029 -0.015
C 0.27223 -5.77818 -1.54155 0.002 -0.011 0.012
C 0.28683 -5.89689 -0.15937 -0.020 -0.013 0.001
C -0.15879 -4.87353 0.67391 0.016 0.030 -0.009
C -0.21549 -5.13656 2.15326 -0.014 0.041 0.024
H -5.30342 -3.50821 -0.15713 0.004 -0.008 -0.001
H -3.59365 -3.80764 -0.47297 0.002 0.007 0.004
H -4.15979 -2.16766 -0.17435 -0.006 0.007 0.004
H -5.90928 -4.44340 1.87788 0.000 -0.002 0.001
H -5.56584 -4.84024 4.28362 0.002 -0.001 0.003
H -3.48821 -4.04038 5.38249 -0.003 -0.002 0.000
H -1.78376 -2.86602 4.05899 0.005 -0.016 -0.010
H 1.57873 -2.66276 1.67660 -0.011 -0.021 0.020
H 3.25156 -2.07316 3.36958 0.001 0.000 0.002
H 2.62858 -0.56983 5.24742 0.002 0.002 -0.003
H 0.35614 0.37194 5.35865 -0.001 -0.005 0.004
H -1.69380 0.87687 4.34422 -0.001 -0.006 0.013
H -2.44788 -0.68967 4.07609 0.002 0.014 -0.015
H -2.07312 0.33905 2.70601 0.015 0.025 -0.008
H -0.96000 -2.64963 -1.76689 -0.009 -0.004 0.000
H -0.22893 -4.50982 -3.19947 0.003 -0.004 0.004
H 0.60921 -6.60287 -2.15718 0.003 0.002 0.000
H 0.63361 -6.81989 0.29094 -0.001 -0.001 0.002
H 0.34606 -6.03671 2.40239 0.013 0.014 0.006
H -1.24826 -5.28793 2.47002 -0.036 -0.003 0.010
H 0.18189 -4.31073 2.74125 -0.008 0.034 -0.006
S 2.36098 4.92579 -5.42568 -0.038 -0.031 0.028
C 1.88950 3.70599 -4.21254 -0.006 0.036 -0.045
C 1.03237 2.67130 -4.55236 0.023 -0.015 -0.033
C 0.68661 1.74223 -3.58727 -0.040 0.010 0.038
N 1.13817 1.79546 -2.32847 0.082 -0.081 -0.118
C 1.97605 2.78877 -2.01173 0.016 0.016 -0.020
C 2.37769 3.75389 -2.91494 -0.039 0.012 0.044
C 1.51825 6.32942 -4.70930 0.043 0.028 0.029
C 0.16199 6.52176 -4.92330 -0.027 -0.011 0.026
C -0.44530 7.62937 -4.34810 0.001 -0.033 -0.014
N 0.20371 8.52408 -3.60838 0.020 0.010 0.021
C 1.50556 8.33239 -3.41879 -0.023 0.015 -0.012
C 2.20890 7.25769 -3.94489 0.033 -0.003 -0.034
H 0.62907 2.58962 -5.55173 -0.010 0.003 0.001
H 0.00301 0.93429 -3.81110 0.012 -0.004 -0.013
H 2.35156 2.80719 -0.99924 0.036 -0.019 -0.050
H 3.06300 4.53053 -2.60594 -0.005 0.005 0.012
H -0.41127 5.82553 -5.52016 0.000 0.002 -0.006
H -1.50528 7.80367 -4.49312 -0.001 0.002 0.002
H 2.01760 9.07435 -2.81649 -0.001 0.002 0.000
H 3.27090 7.15387 -3.76885 0.001 -0.011 0.002
```
Positions in Å, forces in eV/Å.

No. 2
Molecular formula: C35H41FN5PdSSi
Method: DFT, the ωB97M-V functional and the def2-TZVPD basis

Results
frontier orbital gap (spin up / spin down)	5.14 / 5.05	eV
charge	+1
E_tot	-69313.3824	eV

```
85
Properties=species:S:1:pos:R:3:forces:R:3
Pd -0.30260 -0.20670 0.18600 0.034 -0.459 2.384
C 3.06820 0.40910 5.84940 -0.030 -0.098 -0.212
C 3.14540 -0.47650 4.61320 0.436 0.345 0.229
N 1.84740 -0.94260 4.18280 -0.671 -0.116 -0.283
C 1.16280 -0.43370 3.14460 0.033 0.478 -0.927
S -0.34230 -1.19580 2.72140 -0.802 0.503 -2.032
N 1.63910 0.58260 2.47370 1.410 0.523 2.541
N 1.17690 0.95450 1.31950 0.678 2.601 -3.175
C 1.48240 2.20470 0.84820 -0.613 -3.272 4.222
C 1.89210 3.24580 1.83450 0.277 -0.063 -0.206
C 1.37130 2.38870 -0.53060 -0.714 -0.018 -3.214
C 1.72760 3.59780 -1.19580 -0.171 -1.053 1.285
C 1.64380 3.67940 -2.55740 -0.335 -0.777 -0.927
C 1.20040 2.55810 -3.27570 0.314 0.530 0.442
C 0.84380 1.41960 -2.57310 0.110 0.007 -0.538
N 0.92080 1.30390 -1.25960 -0.381 0.865 0.679
H 4.05990 0.75970 6.11570 0.138 0.040 0.076
H 2.66360 -0.14730 6.68950 -0.060 -0.023 0.168
H 2.43590 1.27210 5.66290 -0.083 0.111 -0.016
H 3.76960 -1.34920 4.82500 -0.056 0.041 -0.126
H 3.57820 0.07320 3.77750 0.020 -0.119 0.066
H 1.36760 -1.62300 4.75230 0.064 -0.026 -0.076
H 1.42570 3.02770 2.79440 0.037 0.033 -0.049
H 1.59680 4.23910 1.50690 -0.007 0.057 -0.008
H 2.97260 3.23390 1.98410 0.090 0.082 0.064
H 2.07960 4.43380 -0.61210 0.010 0.033 0.052
H 1.91960 4.58220 -3.08160 0.019 0.079 0.019
H 1.15690 2.56530 -4.35150 -0.076 0.002 -0.123
H 0.50240 0.54770 -3.11610 -0.084 -0.097 0.007
C -2.21110 -1.15270 0.14720 0.562 -0.716 -0.702
Si -1.62650 -2.80520 -0.56560 0.164 -0.428 -0.060
C 0.19640 -3.20630 0.02270 -1.055 -0.158 -0.185
N 1.13600 -2.10650 -0.19570 -0.511 0.837 0.229
C 1.53060 -1.97180 -1.59710 0.238 0.025 -0.600
C 2.31280 -3.17840 -2.15640 -0.161 -0.031 0.202
C 3.13630 -3.86810 -1.06350 0.141 0.059 -0.028
C 3.55470 -2.85580 -0.00560 -0.177 -0.153 -0.029
C 2.34280 -2.16430 0.64940 0.559 0.122 0.286
C -1.68950 -2.63390 -2.45540 -0.074 0.057 0.644
C -1.89370 -3.72700 -3.29110 0.040 0.056 0.163
C -1.96730 -3.56490 -4.66330 0.017 -0.048 -0.125
C -1.84540 -2.30420 -5.22250 0.022 -0.059 -0.034
C -1.64570 -1.20330 -4.40490 0.042 0.106 -0.089
C -1.56780 -1.37250 -3.03620 -0.104 -0.007 0.117
C -2.75370 -4.20810 0.01080 0.468 0.531 -0.281
C -4.02810 -3.92400 0.49250 0.115 0.081 -0.047
C -4.89930 -4.94010 0.83290 -0.154 -0.053 0.079
C -4.51180 -6.26200 0.69050 0.004 0.027 0.012
C -3.24700 -6.56010 0.21140 -0.003 -0.185 0.031
C -2.37420 -5.54060 -0.12070 0.060 0.018 -0.017
H -2.57930 -1.22010 1.17080 0.123 0.221 -0.052
H -2.94670 -0.64020 -0.47280 0.218 0.056 0.029
H 0.53310 -4.12120 -0.47110 -0.026 -0.130 0.009
H 0.14360 -3.40980 1.09570 -0.030 -0.019 -0.124
H 2.15770 -1.07810 -1.66240 -0.104 -0.006 0.012
H 0.63780 -1.81850 -2.20770 0.218 0.123 0.113
H 2.96850 -2.80790 -2.94680 -0.021 -0.015 0.001
H 1.63230 -3.89160 -2.62240 -0.040 -0.007 -0.051
H 4.02640 -4.32220 -1.50180 -0.075 -0.088 0.035
H 2.56810 -4.66960 -0.58610 0.017 -0.026 -0.069
H 4.19990 -2.10960 -0.47060 0.066 0.058 0.010
H 4.13600 -3.35660 0.76870 0.076 0.118 0.031
H 2.64020 -1.13850 0.89750 -0.153 -0.168 0.020
H 2.08130 -2.67380 1.57960 -0.058 0.091 -0.086
H -2.01010 -4.70970 -2.86050 -0.046 -0.188 0.017
H -2.12470 -4.42460 -5.29610 -0.029 -0.078 -0.086
H -1.90870 -2.18160 -6.29200 -0.017 0.032 -0.128
H -1.55890 -0.21820 -4.83890 -0.002 0.122 -0.059
H -1.41360 -0.51020 -2.39160 -0.065 0.043 -0.070
H -4.34090 -2.89610 0.59580 -0.122 0.153 0.039
H -5.88160 -4.69880 1.20800 -0.126 -0.002 0.041
H -5.19210 -7.05600 0.95530 -0.075 -0.094 0.017
H -2.94150 -7.58930 0.09710 0.027 -0.098 0.001
H -1.38940 -5.78830 -0.49060 0.140 -0.080 -0.054
F -3.87230 4.74040 0.63590 -0.024 -0.034 0.009
C -3.13950 3.62190 0.52610 0.119 -0.076 -0.046
C -2.88110 3.11120 -0.73340 -0.077 0.153 0.252
C -2.10410 1.96940 -0.84310 0.176 -0.353 -0.074
C -1.60490 1.35300 0.29570 0.253 -0.128 0.511
C -1.88410 1.87360 1.55000 0.038 -0.175 0.040
C -2.65630 3.01650 1.67160 -0.128 0.193 -0.191
H -3.28570 3.59840 -1.60660 -0.028 0.061 -0.076
H -1.91440 1.57870 -1.83550 0.034 -0.048 0.025
H -1.51750 1.39110 2.44800 0.002 0.019 -0.070
H -2.88580 3.43380 2.63770 -0.044 0.083 0.137
```
Positions in Å, forces in eV/Å.